No. 1
# C45H48Cl2IrN5O

C45H48Cl2IrN5O as an isolated structure in a non-equilibrium geometry (ωB97M-V/def2-TZVPD, OMol25).

HOMO (alpha / beta): -9.6 / -9.8 eV
gap between HOMO and LUMO (alpha / beta): 5.8 / 5.3 eV
charge: +1
energy above the lowest of the compared OMol25 structures with the same formula, charge and spin: 41.2 kJ/mol
multiplicity: 2

XYZ file:
```
102
C45H48Cl2IrN5O | OMol25 | ωB97M-V/def2-TZVPD
Ir -0.07954 -0.13626 0.09242
C -4.24577 -2.17562 -4.10830
C -3.73442 -3.08971 -2.99241
C -2.41423 -2.64307 -2.45068
C -1.19117 -3.18511 -2.65936
C -0.84983 -4.42761 -3.41898
C -0.85634 -5.66636 -2.51778
C -0.24379 -2.40227 -1.89736
C 1.06225 -2.77133 -1.69556
C 2.01712 -2.03820 -0.99827
C 3.43144 -2.33118 -0.91486
C 4.07363 -3.60019 -1.37853
C 4.50603 -3.53155 -2.84503
C 4.02706 -1.21072 -0.42340
C 2.97006 -0.24483 -0.21769
C 3.10290 1.11060 -0.06929
C 2.05854 2.03295 -0.10476
N 0.71832 1.72762 0.01832
C 0.06387 2.92693 0.19341
C -1.26480 3.05347 0.59204
C -2.18999 2.04663 0.64129
N -1.92578 0.77552 0.19645
C -3.12812 0.23254 -0.10103
C -3.26802 -0.86223 -0.93610
C -2.23394 -1.51743 -1.55984
N -0.89490 -1.33346 -1.31632
C -4.20273 1.09366 0.34508
C -3.61486 2.22381 0.81437
C -4.27520 3.48684 1.26984
C -4.55956 4.44509 0.10979
C -5.66004 0.77197 0.25629
C -6.12236 -0.12289 1.40879
C 0.98933 4.00388 0.09209
C 2.22995 3.44772 -0.09044
C 3.53642 4.17161 -0.19579
C 4.10431 4.54223 1.17637
C 0.63386 5.45713 0.14394
C 0.00619 5.94704 -1.16295
N 1.76241 -0.82152 -0.48716
C 5.47487 -0.96612 -0.14526
C 5.77969 -0.94531 1.35476
H -5.21778 -2.50961 -4.47056
H -3.55229 -2.17134 -4.95005
H -4.34811 -1.14590 -3.76135
H -3.63784 -4.11008 -3.36601
H -4.46667 -3.13872 -2.18219
H 0.12622 -4.31477 -3.89608
H -1.56566 -4.55737 -4.23215
H -0.16978 -5.54622 -1.67779
H -0.56401 -6.55575 -3.07570
H -1.85089 -5.83509 -2.10263
H 1.38919 -3.68795 -2.16762
H 3.38468 -4.43477 -1.22994
H 4.93783 -3.81332 -0.74653
H 3.65415 -3.32800 -3.49663
H 4.96020 -4.46977 -3.16317
H 5.23263 -2.73226 -2.99734
H 4.10629 1.51075 -0.00155
H -1.60434 4.05187 0.83660
H -4.27207 -1.17911 -1.18143
H -3.65237 3.98048 2.01935
H -5.20915 3.23536 1.77567
H -3.63926 4.72804 -0.40459
H -5.04226 5.35495 0.46590
H -5.21440 3.97787 -0.62669
H -5.87546 0.28436 -0.69800
H -6.23340 1.70043 0.25141
H -5.54404 -1.04803 1.44193
H -7.17499 -0.38418 1.30258
H -5.99166 0.38175 2.36678
H 3.39666 5.07196 -0.79741
H 4.25905 3.56291 -0.74184
H 3.40378 5.16489 1.73484
H 5.04067 5.09115 1.07843
H 4.29609 3.64721 1.77225
H 1.53242 6.03669 0.36097
H -0.05018 5.64631 0.97590
H 0.68622 5.79088 -2.00106
H -0.22677 7.01021 -1.10722
H -0.91607 5.40660 -1.38331
H 5.78428 -0.02059 -0.59985
H 6.06838 -1.74068 -0.63325
H 5.19381 -0.17811 1.86486
H 6.83524 -0.74166 1.53454
H 5.53560 -1.90544 1.81129
Cl -0.35946 -4.76188 1.91037
C 0.04549 -3.34174 2.80117
C 0.34951 -3.44104 4.16733
C 0.68825 -2.33084 4.88490
Cl 1.05324 -2.47694 6.57201
C 0.75425 -1.06378 4.26084
C 1.12602 0.13230 4.90654
C 1.18443 1.28562 4.18369
C 0.88515 1.26982 2.81184
N 0.51883 0.17756 2.17373
C 0.43910 -0.99374 2.88857
C 0.05277 -2.12610 2.15050
O -0.24034 -2.00439 0.87758
H 0.31242 -4.41015 4.64499
H 1.36534 0.11612 5.96079
H 1.46911 2.22494 4.63526
H 0.95904 2.18407 2.25042
```

Atom charges from the Löwdin analysis, given in e for atoms 1 to 99: 1.6469 -0.0753 -0.1829 -0.1152 -0.1115 -0.1810 -0.0712 -0.1905 0.0840 -0.1981 -0.1086 -0.1849 -0.0767 -0.1136 -0.2062 0.0844 -0.2160 -0.0730 -0.2351 0.0736 -0.2069 -0.0235 -0.1977 0.0831 -0.1847 -0.0363 -0.1183 -0.1162 -0.1818 -0.0734 -0.1843 -0.0756 -0.1335 -0.1266 -0.1833 -0.0768 -0.1831 -0.0727 -0.0184 -0.1821 -0.0767 0.0775 0.0814 0.0717 0.1100 0.1149 0.1121 0.1135 0.0670 0.0782 0.0799 0.1185 0.1123 0.1146 0.0732 0.0772 0.0771 0.1221 0.1200 0.1178 0.1137 0.1144 0.0647 0.0785 0.0786 0.1105 0.1099 0.0761 0.0769 0.0789 0.1169 0.1085 0.0731 0.0778 0.0732 0.1068 0.1132 0.0816 0.0781 0.0682 0.1157 0.1096 0.0693 0.0770 0.0809 0.7361 -0.5739 -0.1042 -0.6020 0.7218 -0.1602 0.0056 -0.0134 -0.0701 0.0333 -0.1232 -0.3584 -0.2043 0.1146


No. 2
# C45H49BBrF3N4O7SSbY

C45H49BBrF3N4O7SSbY as an isolated structure in a non-equilibrium geometry (ωB97M-V/def2-TZVPD, OMol25).

HOMO: -7.8 eV
gap between HOMO and LUMO: 7.2 eV
energy above the lowest of the compared OMol25 structures with the same formula, charge and spin: 174.8 kJ/mol

XYZ file:
```
113
C45H49BBrF3N4O7SSbY | OMol25 | ωB97M-V/def2-TZVPD
Y -0.23876 -0.45421 -0.11387
C 4.80170 2.53869 0.76357
O 3.88244 1.54883 1.23133
C 2.64260 1.50260 0.76872
O 1.89096 0.61808 1.12912
N 2.25212 2.47946 -0.09188
N 0.92887 2.41686 -0.52376
H 5.77836 2.21568 1.10348
H 4.57452 3.51454 1.19572
H 4.80736 2.59525 -0.32569
H 2.75102 3.34876 -0.15100
H 0.87129 2.67090 -1.49913
H 0.32208 3.01408 0.02411
Br -2.21698 -2.17191 1.02040
C -1.83598 2.18961 -3.44260
N -2.98196 1.31250 -3.69335
C -4.16619 2.11569 -3.99444
C -3.16033 0.33947 -2.58908
C -3.20540 1.00031 -1.22819
C -4.40628 1.60298 -0.85705
C -4.47043 2.44508 0.24282
C -3.32280 2.66208 0.98446
C -2.16086 1.95784 0.68114
C -2.04690 1.09544 -0.43055
H -1.58238 2.71907 -4.35707
H -0.98284 1.58613 -3.12738
H -2.04782 2.92240 -2.65314
H -2.76787 0.27706 -5.79501
H -4.43922 2.79441 -3.18045
H -5.01150 1.46047 -4.21404
H -3.95676 2.71424 -4.88312
H -2.31831 -0.35422 -2.64919
H -4.07391 -0.22903 -2.77993
H -5.30582 1.41449 -1.43359
H -5.39658 2.94207 0.50310
H -3.33675 3.35728 1.81743
H -1.30680 2.12761 1.34194
C 3.10704 -8.75173 -1.78054
C 1.72886 -8.37695 -1.21399
C 0.68919 -8.54446 -2.32441
C 1.36506 -9.34210 -0.07573
C 1.78197 -6.94086 -0.68316
C 2.59023 -6.64600 0.42050
C 2.69424 -5.36674 0.96109
C 1.95889 -4.37083 0.35888
O 1.85946 -3.03728 0.67360
B 0.96279 -2.44756 -0.24122
O 0.57373 -3.47487 -1.15643
C 1.17517 -4.64027 -0.74539
C 1.06158 -5.90456 -1.28415
H 3.08262 -9.76537 -2.19228
H 3.87652 -8.71448 -1.00671
H 3.39387 -8.06093 -2.57665
H 0.64884 -9.59332 -2.62518
H 0.94476 -7.95470 -3.20794
H -0.30677 -8.25295 -1.98221
H 1.25959 -10.35785 -0.46603
H 0.41923 -9.05034 0.38606
H 2.13144 -9.36111 0.70056
H 3.16444 -7.44101 0.88216
H 3.32826 -5.16936 1.81808
H 0.41242 -6.06334 -2.13594
F -5.01289 -0.94428 7.25301
C -3.99797 -0.75799 6.38850
C -4.27376 -0.69270 5.03970
C -3.21680 -0.50118 4.15574
C -1.91113 -0.38456 4.62732
C -1.67040 -0.45541 5.99629
C -2.71539 -0.64019 6.88961
Sb -0.29831 -0.05986 3.24636
C 0.29610 1.82015 4.11638
C -0.64389 2.66755 4.70115
C -0.27058 3.90415 5.21596
C 1.05439 4.27929 5.13297
F 1.42718 5.46963 5.63742
C 2.01480 3.47709 4.54934
C 1.62365 2.24748 4.03256
C 1.10813 -1.29393 4.29900
C 1.86107 -0.86091 5.38829
C 2.71216 -1.73371 6.05497
C 2.79683 -3.03884 5.61405
F 3.62366 -3.88580 6.25314
C 2.06476 -3.50473 4.54148
C 1.22010 -2.62135 3.88455
H -5.29195 -0.80014 4.68673
H -3.42003 -0.45823 3.09162
H -0.66026 -0.37146 6.38037
H -2.54816 -0.69587 7.95818
H -1.68175 2.35870 4.76776
H -0.98988 4.56875 5.67872
H 3.04452 3.81217 4.51386
H 2.36877 1.60175 3.57760
H 1.79480 0.16543 5.72978
H 3.29969 -1.41473 6.90769
H 2.15686 -4.53858 4.23109
H 0.64052 -2.97956 3.04032
N 2.24095 -1.12167 -2.68896
C 1.43968 -0.84188 -3.79380
C 1.73331 0.21077 -4.66683
C 0.92477 0.45716 -5.76232
C -0.20055 -0.32936 -5.97145
C -0.51584 -1.35843 -5.09245
C 0.30416 -1.62337 -4.01375
S -1.30686 0.05439 -7.29676
O -2.67871 -0.29258 -6.61967
O -1.22525 1.46779 -7.52912
O -1.14108 -0.83903 -8.39407
H 3.19158 -0.79845 -2.75863
H 2.16747 -2.07600 -2.37057
H 2.62002 0.81294 -4.49656
H 1.14716 1.26682 -6.44692
H -1.38982 -1.96977 -5.27731
H 0.07474 -2.43864 -3.33488
```

Atom charges from the Löwdin analysis, given in e for atoms 1 to 99: 1.1682 -0.0347 0.0130 -0.5728 -0.0515 0.0219 0.0615 0.1019 0.1005 0.0986 0.1363 0.0984 0.0943 -0.0389 -0.0993 -0.2538 -0.0984 -0.1671 -0.2904 -0.0635 -0.0866 -0.1068 -0.2068 -0.2761 0.0850 0.0633 0.0883 0.0951 0.0760 0.0901 0.0871 0.0920 0.1244 0.1093 0.1008 0.0966 0.0384 -0.0485 -0.5632 -0.0718 -0.0518 -0.1700 -0.0347 0.0175 -0.2173 0.0764 -0.6676 0.0276 -0.2027 0.0678 0.0848 0.0783 0.0888 0.0840 0.0842 0.0899 0.0835 0.0929 0.0736 0.1065 0.1159 0.1178 0.0591 -0.2851 -0.0031 -0.1358 -0.3765 -0.1114 -0.0060 1.4903 -0.3717 -0.1077 -0.0036 -0.2899 0.0593 -0.0110 -0.1388 -0.3565 -0.1237 -0.0079 -0.2845 0.0599 -0.0003 -0.1080 0.1214 0.0516 0.0951 0.1193 0.1009 0.1214 0.1169 0.0911 0.0920 0.1189 0.1180 0.0904 0.1084 -0.3193 -0.0310